Record 1
Formula: C54H56CrN7O6S2
Source: OMol25
Level of theory: ωB97M-V/def2-TZVPD

Geometry as ORCA input:
```
! wB97M-V def2-TZVPD RIJCOSX def2/J DEFGRID3
* xyz -1 5
Cr 0.460 -0.511 -0.181
C -4.755 1.387 -3.154
C -3.574 2.334 -2.929
C -3.442 3.335 -4.078
C -3.689 3.029 -1.586
C -4.761 3.876 -1.341
C -4.940 4.476 -0.100
C -4.059 4.165 0.922
C -2.978 3.315 0.708
C -2.060 2.931 1.853
C -1.396 4.148 2.497
C -2.822 2.111 2.899
C -2.748 2.788 -0.565
N -1.601 2.024 -0.838
C -0.655 2.672 -1.474
O -0.466 3.896 -1.632
C 0.270 1.754 -2.273
C 0.904 2.304 -3.385
C 1.554 1.481 -4.286
C 1.522 0.107 -4.080
C 0.916 -0.360 -2.937
N 0.337 0.443 -2.028
C 0.864 -1.845 -2.665
O 1.171 -2.629 -3.562
N 0.432 -2.138 -1.427
C 0.224 -3.525 -1.133
C -1.004 -4.123 -1.446
C -1.258 -5.414 -0.990
C -0.296 -6.134 -0.301
C 0.962 -5.584 -0.121
C 1.247 -4.289 -0.543
C 2.681 -3.801 -0.496
C 3.417 -4.280 -1.758
C 3.443 -4.261 0.748
C -2.005 -3.467 -2.379
C -1.829 -4.034 -3.795
C -3.459 -3.651 -1.931
H -4.637 0.836 -4.092
H -4.828 0.665 -2.338
H -5.698 1.939 -3.200
H -2.670 1.725 -2.903
H -4.368 3.900 -4.217
H -2.638 4.045 -3.871
H -3.219 2.821 -5.017
H -5.470 4.080 -2.137
H -5.758 5.167 0.067
H -4.206 4.603 1.904
H -1.277 2.303 1.422
H -2.134 4.786 2.993
H -0.667 3.835 3.250
H -0.876 4.745 1.745
H -3.618 2.711 3.350
H -3.279 1.230 2.444
H -2.154 1.777 3.702
H 0.841 3.376 -3.494
H 2.062 1.900 -5.146
H 1.951 -0.613 -4.761
H -2.216 -5.873 -1.203
H -0.512 -7.135 0.053
H 1.741 -6.170 0.352
H 2.674 -2.716 -0.525
H 3.430 -5.374 -1.789
H 2.924 -3.918 -2.659
H 4.450 -3.922 -1.751
H 3.771 -5.300 0.647
H 4.328 -3.642 0.899
H 2.837 -4.186 1.654
H -1.779 -2.402 -2.429
H -1.996 -5.115 -3.784
H -2.552 -3.580 -4.478
H -0.823 -3.842 -4.167
H -3.822 -4.650 -2.183
H -3.574 -3.516 -0.853
H -4.104 -2.932 -2.440
O 3.212 6.779 2.519
C 3.514 5.884 1.539
O 4.352 6.171 0.727
C 2.760 4.603 1.552
C 2.024 4.147 2.643
C 1.286 2.982 2.577
C 1.240 2.221 1.394
C 2.044 2.652 0.331
C 2.773 3.817 0.404
N 0.427 1.107 1.220
C -0.536 0.842 2.115
C -1.562 -0.045 1.758
C -2.689 -0.302 2.570
C -3.740 -1.008 2.057
C -3.689 -1.449 0.721
C -2.534 -1.231 0.007
N -1.470 -0.601 0.508
H 2.447 6.464 3.016
H 2.040 4.675 3.592
H 0.758 2.664 3.463
H 2.067 2.055 -0.569
H 3.348 4.159 -0.448
H -0.624 1.375 3.052
H -2.706 0.094 3.578
H -4.615 -1.207 2.664
H -4.527 -1.949 0.256
H -2.439 -1.564 -1.014
O 5.057 -1.452 2.697
C 5.385 -0.474 1.810
C 6.658 0.090 1.842
C 7.028 1.064 0.932
C 6.136 1.472 -0.047
C 4.873 0.907 -0.080
C 4.458 -0.045 0.849
C 3.049 -0.517 0.764
O 2.424 -0.298 -0.356
N 2.520 -1.116 1.789
N 1.219 -1.547 1.474
C 0.696 -2.270 2.390
S 1.475 -2.462 3.957
C -0.108 -2.871 4.742
C -0.868 -3.818 3.840
S -0.760 -3.193 2.141
H 5.834 -1.638 3.237
H 7.362 -0.245 2.597
H 8.020 1.497 0.985
H 6.412 2.231 -0.766
H 4.165 1.200 -0.843
H -0.667 -1.944 4.876
H 0.098 -3.311 5.718
H -1.925 -3.868 4.103
H -0.441 -4.822 3.860
*
```

HOMO level (spin up / spin down) (eV): -3.587 / -4.910

***

Record 2
Formula: C10H30HgO5
Source: OMol25
Level of theory: ωB97M-V/def2-TZVPD

Geometry as ORCA input:
```
! wB97M-V def2-TZVPD RIJCOSX def2/J DEFGRID3
* xyz 1 2
Hg -2.857 -4.542 2.387
O -3.078 -2.662 -1.098
H -2.582 -2.317 -0.352
H -2.675 -2.837 -1.952
H -3.728 -3.325 -0.856
C -0.295 -2.681 0.946
O -1.549 -2.634 1.453
H 0.047 -1.864 0.311
H 0.440 -2.917 1.716
H -0.204 -3.551 0.295
C 1.329 -1.566 -2.884
C 2.108 -0.205 -3.013
C 3.000 -0.342 -4.204
O 1.240 0.950 -3.188
H 0.596 -1.831 -3.646
H 0.602 -1.571 -2.072
H 2.011 -2.406 -2.753
H 2.746 -0.177 -2.130
H 3.604 -1.247 -4.143
H 3.634 0.543 -4.258
H 2.467 -0.341 -5.155
H 1.741 1.658 -3.597
C -1.354 1.220 2.396
C -1.953 0.317 3.504
C -2.518 0.984 4.782
O -2.961 -0.515 2.936
H -0.926 0.603 1.606
H -0.605 1.939 2.729
H -2.196 1.793 2.007
H -1.203 -0.353 3.923
H -1.758 1.575 5.293
H -2.938 0.278 5.498
H -3.287 1.696 4.482
H -2.423 -1.153 2.460
C 1.987 1.323 0.379
C 0.804 2.320 0.088
C 1.249 3.397 -0.800
O -0.054 1.645 -0.732
H 1.575 0.406 0.800
H 2.649 1.837 1.076
H 2.578 1.221 -0.531
H 0.308 2.745 0.961
H 1.545 3.242 -1.838
H 2.129 3.848 -0.342
H 0.386 4.053 -0.916
H 0.371 1.443 -1.568
*
```

HOMO level (spin up / spin down) (eV): -11.547 / -11.546

***

Record 3
Formula: C8H18N2O4S
Source: OMol25
Level of theory: ωB97M-V/def2-TZVPD

Geometry as ORCA input:
```
! wB97M-V def2-TZVPD RIJCOSX def2/J DEFGRID3
* xyz 0 1
C 4.807 -2.415 0.571
S 3.495 -1.988 -0.612
C 2.631 -0.613 0.270
C 1.538 0.013 -0.581
C 0.686 1.161 0.006
N -0.302 1.616 -0.961
C 1.624 2.318 0.245
O 1.938 3.142 -0.584
O 2.082 2.358 1.511
H 5.330 -3.259 0.136
H 5.539 -1.584 0.756
H 4.411 -2.749 1.528
H 3.360 0.075 0.593
H 2.209 -1.071 1.201
H 1.978 0.283 -1.514
H 0.846 -0.781 -0.815
H 0.268 0.855 0.967
H 0.199 1.765 -1.793
H -0.967 0.938 -1.149
H 2.687 3.190 1.576
C -4.487 -1.439 1.435
C -4.427 -0.432 0.305
N -5.383 -0.727 -0.679
C -3.002 -0.305 -0.219
O -2.650 -0.283 -1.408
O -2.293 0.209 0.836
H -3.720 -1.114 2.262
H -5.470 -1.461 1.875
H -4.218 -2.485 1.142
H -4.549 0.508 0.725
H -6.333 -0.545 -0.514
H -5.132 -0.416 -1.520
H -1.397 0.309 0.790
*
```

HOMO level (eV): -8.721
Structure (SMILES): CSCC[C@H](N)C(=O)O.C[C@H](N)C(=O)O
Energy above the lowest of the compared OMol25 structures with the same formula, charge and spin (kJ/mol): 66.53

***

Record 4
Formula: C5H13N
Source: OMol25
Level of theory: ωB97M-V/def2-TZVPD

Geometry as ORCA input:
```
! wB97M-V def2-TZVPD RIJCOSX def2/J DEFGRID3
* xyz 0 1
C 1.222 -0.705 1.421
C 0.573 -0.598 0.051
C 1.425 -1.333 -1.031
C 0.187 0.821 -0.339
C -1.159 1.234 0.271
N -2.299 0.681 -0.448
H 2.024 -1.436 1.501
H 1.666 0.251 1.718
H 0.544 -0.889 2.263
H -0.344 -1.175 0.037
H 2.476 -1.054 -0.960
H 1.238 -2.408 -0.972
H 1.100 -0.982 -2.010
H 0.897 1.580 -0.024
H 0.079 0.854 -1.415
H -1.145 0.897 1.320
H -1.286 2.323 0.334
H -2.389 -0.315 -0.360
H -3.161 1.179 -0.302
*
```

HOMO level (eV): -8.911
Structure (SMILES): CC(C)CCN
Energy above the lowest of the compared OMol25 structures with the same formula, charge and spin (kJ/mol): 50.23

***

Record 5
Formula: C7H12ClNOS2
Source: OMol25
Level of theory: ωB97M-V/def2-TZVPD

Geometry as ORCA input:
```
! wB97M-V def2-TZVPD RIJCOSX def2/J DEFGRID3
* xyz 0 1
C 0.303 -1.688 3.530
C -0.113 -0.735 2.448
C -0.259 0.578 2.595
Cl 0.020 1.434 4.083
C -0.383 -1.370 1.100
N -0.527 -0.400 0.024
H -0.395 -2.532 3.582
H 0.338 -1.208 4.511
H 1.293 -2.104 3.314
H -0.582 1.217 1.784
H -1.321 -1.938 1.174
H 0.408 -2.121 0.921
H 0.378 -0.006 -0.207
H -0.870 -0.860 -0.812
S -2.357 0.310 -1.690
C -0.963 0.374 -2.490
C -0.465 1.608 -3.194
O 0.841 1.428 -3.752
C 1.882 1.409 -2.929
S 1.883 1.531 -1.312
H -0.325 -0.508 -2.591
H -0.474 2.467 -2.516
H -1.104 1.822 -4.055
H 2.793 1.291 -3.518
*
```

HOMO level (eV): -8.843
Structure (SMILES): C/C(=C\Cl)CN.S=CCOC=S

***

Record 6
Formula: C2H5NOS
Source: OMol25
Level of theory: ωB97M-V/def2-TZVPD

Geometry as ORCA input:
```
! wB97M-V def2-TZVPD RIJCOSX def2/J DEFGRID3
* xyz 0 1
C 0.929 0.472 -0.271
C -0.023 -1.288 0.101
N -0.227 1.240 0.071
O -2.454 -0.063 -0.447
S -1.399 -0.068 0.539
H 1.738 0.530 0.547
H 1.069 0.369 -1.314
H 0.081 -1.739 -0.929
H 0.474 -1.501 1.062
H -0.188 2.047 0.643
*
```

HOMO level (eV): -8.504
Energy above the lowest of the compared OMol25 structures with the same formula, charge and spin (kJ/mol): 434.26

***

Record 7
Formula: C4H6O2
Source: OMol25
Level of theory: ωB97M-V/def2-TZVPD

Geometry as ORCA input:
```
! wB97M-V def2-TZVPD RIJCOSX def2/J DEFGRID3
* xyz 0 1
O 1.514 1.424 -0.080
C 1.688 0.249 -0.284
O 1.180 -0.775 0.434
C -0.245 -0.764 0.607
C -0.931 -0.308 -0.636
C -0.944 0.557 0.599
H 2.309 -0.099 -1.117
H -0.541 -1.619 1.208
H -0.163 -0.009 -1.352
H -1.795 -0.767 -1.100
H -0.222 1.379 0.549
H -1.849 0.732 1.173
*
```

HOMO level (eV): -10.156
Structure (SMILES): O=COC1CC1
Energy above the lowest of the compared OMol25 structures with the same formula, charge and spin (kJ/mol): 207.52

***

Record 8
Formula: C8H4BCrF4NOS5
Source: OMol25
Level of theory: ωB97M-V/def2-TZVPD

Geometry as ORCA input:
```
! wB97M-V def2-TZVPD RIJCOSX def2/J DEFGRID3
* xyz -1 2
Cr 0.187 0.728 -0.012
O 5.998 -3.394 0.098
C 5.026 -2.686 0.076
S 3.365 -3.303 0.045
C 2.584 -1.734 0.027
C 3.366 -0.638 0.044
S 2.665 0.920 0.028
S 5.099 -0.914 0.077
S 0.879 -1.592 -0.011
S -1.937 2.180 -0.011
C -2.596 0.610 -0.016
C -3.968 0.312 -0.022
C -4.371 -1.000 -0.024
C -3.394 -1.996 -0.021
C -2.068 -1.630 -0.017
N -1.649 -0.352 -0.016
H -4.667 1.136 -0.024
H -5.421 -1.263 -0.028
H -3.652 -3.045 -0.022
H -1.313 -2.399 -0.015
F 0.750 2.614 -0.043
B 1.207 4.114 -0.030
F 1.724 4.302 1.227
F 0.057 4.827 -0.266
F 2.128 4.203 -1.041
*
```

HOMO level (spin up / spin down) (eV): -4.864 / -4.902

***

Record 9
Formula: C4H6FNS
Source: OMol25
Level of theory: ωB97M-V/def2-TZVPD

Geometry as ORCA input:
```
! wB97M-V def2-TZVPD RIJCOSX def2/J DEFGRID3
* xyz 0 1
C 0.284 1.404 -1.873
C 0.489 0.834 -0.486
F 1.465 1.396 0.263
C -0.149 -0.218 0.032
N 0.059 -0.736 1.335
C -0.640 -1.763 1.908
S -1.815 -2.644 1.229
H -0.010 2.458 -1.816
H -0.470 0.818 -2.379
H 1.227 1.467 -2.423
H -1.006 -0.635 -0.501
H 0.994 -0.470 1.711
H -0.428 -1.912 3.002
*
```

HOMO level (eV): -8.512
Structure (SMILES): C/C(F)=C/NC=S
Energy above the lowest of the compared OMol25 structures with the same formula, charge and spin (kJ/mol): 69.83

***

Record 10
Formula: C14H10CoN6O7S2
Source: OMol25
Level of theory: ωB97M-V/def2-TZVPD

Geometry as ORCA input:
```
! wB97M-V def2-TZVPD RIJCOSX def2/J DEFGRID3
* xyz 0 4
Co 0.665 -1.510 -0.402
C 4.800 -3.449 1.972
S 3.602 -2.575 3.007
C 2.280 -2.361 1.922
S 2.243 -3.079 0.346
N 1.251 -1.720 2.413
N 0.272 -1.508 1.570
C -0.973 -1.390 1.904
C -1.904 -1.421 0.812
C -3.250 -1.083 0.944
C -4.089 -1.236 -0.144
C -3.558 -1.722 -1.331
C -2.202 -2.005 -1.400
N -1.388 -1.868 -0.362
H 5.720 -3.489 2.546
H 4.954 -2.887 1.057
H 4.433 -4.446 1.752
H -1.296 -1.387 2.938
H -3.608 -0.704 1.888
H -5.135 -0.985 -0.063
H -4.177 -1.865 -2.200
H -1.754 -2.350 -2.318
O -0.736 5.928 -0.684
N 0.230 5.273 -0.359
O 1.188 5.700 0.247
C 0.226 3.874 -0.699
C 1.313 3.081 -0.365
C 1.307 1.726 -0.664
C 0.203 1.103 -1.357
O 0.171 -0.129 -1.631
C -0.902 1.974 -1.639
C -0.891 3.314 -1.317
N -2.098 1.408 -2.184
O -2.022 0.377 -2.820
O -3.142 1.981 -1.934
N 2.335 0.919 -0.172
O 2.339 -0.324 -0.437
O 3.187 1.397 0.567
H 2.158 3.514 0.150
H -1.753 3.922 -1.553
*
```

HOMO level (spin up / spin down) (eV): -8.301 / -8.321

***

Record 11
Formula: C5H12NO
Source: OMol25
Level of theory: ωB97M-V/def2-TZVPD

Geometry as ORCA input:
```
! wB97M-V def2-TZVPD RIJCOSX def2/J DEFGRID3
* xyz -1 1
C 2.493 1.829 -0.243
C 1.670 0.593 -0.424
N 0.197 1.036 -0.782
C -0.783 -0.054 -1.286
C -0.843 -1.239 -0.379
C -1.123 -0.814 1.251
O -1.984 -1.640 1.826
H 2.347 2.472 -1.115
H 2.196 2.309 0.712
H 3.549 1.757 -0.111
H 1.721 -0.048 0.482
H 2.110 0.187 -1.303
H -0.244 1.386 0.133
H -1.733 0.531 -1.236
H -0.460 -0.357 -2.330
H -1.846 -1.786 -0.497
H -0.003 -1.939 -0.305
H -0.086 -0.655 1.753
H -1.541 0.117 1.171
*
```

HOMO level (eV): -2.212
Structure (SMILES): CCNCCC[O-]
Energy above the lowest of the compared OMol25 structures with the same formula, charge and spin (kJ/mol): 182.79

***

Record 12
Formula: C2H11N3O2
Source: OMol25
Level of theory: ωB97M-V/def2-TZVPD

Geometry as ORCA input:
```
! wB97M-V def2-TZVPD RIJCOSX def2/J DEFGRID3
* xyz 0 1
H -1.313 -0.373 -1.915
N -0.702 -0.614 -1.130
C -0.915 0.217 -0.139
N -1.977 1.021 -0.198
N -0.108 0.744 0.836
C 0.720 0.071 1.865
H -1.972 1.928 0.329
H -2.388 1.360 -1.051
H 0.131 1.695 0.686
H 1.036 -0.993 1.694
H 1.646 0.620 2.081
H 0.046 0.061 2.833
O 0.360 -3.769 -1.016
H -0.420 -3.481 -1.410
H 0.611 -2.891 -0.635
O 1.962 1.779 -0.828
H 1.795 0.945 -0.427
H 1.488 1.679 -1.574
*
```

HOMO level (eV): -9.115
Structure (SMILES): [H]/N=C(\N)NC.O.O
Energy above the lowest of the compared OMol25 structures with the same formula, charge and spin (kJ/mol): 226.52